126
Properties=species:S:1:pos:R:3:forces:R:3 method="wB97M-V/def2-TZVPD" lumo_energy_ev=0.510 max_force_ev_per_a=3.4 energy_ha=-2207.47898 total_charge=0 gap_ha=0.3714 e_above_lowest_kcal_mol=126.7
C 0.52573 -0.43351 -0.26038 -0.23 -0.97 0.23
H 4.73028 0.90986 -0.12564 -0.34 0.49 0.97
H 2.78261 0.98324 3.01260 -0.56 0.06 -0.12
C 4.36395 3.13060 -2.29572 -0.46 0.42 0.35
O -1.62461 4.59408 0.42645 1.10 0.11 2.40
H -2.20114 4.06965 -4.51420 1.25 -1.08 1.05
O -2.61610 2.41655 -3.32515 0.57 -0.41 -2.04
H 6.36141 3.14392 -2.85035 0.39 -0.50 -0.03
H -1.39415 -3.81594 -3.65365 0.22 0.54 -1.03
H 1.50264 -3.60290 2.66191 -0.01 0.06 0.49
C -1.95429 1.19373 3.16018 -0.26 -1.45 2.09
H 1.44700 -0.58986 -0.83849 -0.12 0.36 0.21
H -2.61271 3.45941 -0.24658 -0.07 0.01 -0.23
H 3.80311 -4.27922 -0.79317 0.85 1.09 0.46
H -2.87137 0.92299 3.74952 0.84 0.26 -0.47
H -1.35074 0.50800 -0.26940 0.22 0.32 -0.32
H -3.53892 -1.30041 2.80374 0.50 -0.15 -0.52
H -1.56795 -2.21632 3.12230 -0.50 -0.66 0.57
H 3.24942 -2.36859 3.85802 0.27 -0.40 1.20
H -4.89956 -3.97224 2.94349 -0.44 -0.06 0.26
O -1.80832 -3.09511 3.50744 0.64 0.77 0.21
H -5.40078 2.86775 -0.79267 0.45 -0.40 -0.30
H -2.87670 2.45669 -2.43477 -0.82 -0.15 2.29
H 2.89309 1.78084 -2.65983 0.13 -0.22 -0.27
H 1.66964 4.42666 -0.20053 0.86 0.14 0.17
H 4.93067 4.85759 -3.42125 -0.60 -0.43 -0.30
C -6.12196 -1.89034 -1.52382 -1.08 0.74 -0.24
H -6.79535 -1.53298 -2.28537 0.12 0.48 -0.92
H -3.34752 -4.28310 2.19737 -0.43 -0.26 0.65
H -3.70746 -4.00320 -3.50229 0.18 -0.02 0.50
O -1.28871 -0.05144 2.85190 -0.77 0.84 0.92
O -3.30398 2.90021 -0.65919 0.15 -0.77 -0.74
H -1.34658 -4.12273 -1.94047 -0.53 -0.79 -1.13
H 0.83485 -0.94150 -3.78058 -0.13 -1.36 0.53
H -4.69133 4.46403 -0.65367 0.14 -0.67 0.57
H -5.44825 0.01452 -0.72462 0.08 -0.10 -0.25
H 3.55077 0.09148 0.94761 0.44 0.95 -0.26
O -3.23182 -3.99198 -2.65359 -0.11 -0.05 -0.96
H -2.05660 4.52302 1.32750 0.43 0.29 -1.52
C 4.30071 0.93161 0.90802 -0.39 -0.90 0.47
H 3.90440 3.67746 -4.25271 -0.52 -0.38 -1.57
H 5.89632 1.63462 -1.89996 0.14 0.59 -0.56
H -3.79755 -1.44995 -2.93970 -0.34 0.73 0.73
H -4.60621 0.18652 -2.90925 0.00 -0.37 -0.15
O 0.00911 -5.16285 3.86094 0.11 1.57 0.63
C 4.02496 4.20413 -3.35550 2.16 0.63 2.08
O 2.42367 -1.91999 -2.48925 0.25 -0.92 0.86
H 2.88492 -0.44646 -3.47644 0.05 -0.47 0.50
O 3.75851 -2.25843 -0.12025 2.00 0.17 -1.29
H -0.33131 -5.80951 5.78016 0.01 0.77 -0.03
H 5.49387 1.75380 -3.63666 0.04 0.42 0.23
C -4.56430 3.39586 -0.33216 -0.57 0.94 1.16
H -6.86898 -2.05650 -0.74738 0.49 -0.24 0.64
H 0.18244 6.40273 1.45765 0.14 0.56 -0.04
H 0.50283 5.77077 -0.53913 0.54 -1.00 -0.88
H 3.69014 -3.13121 -3.50850 -1.24 -0.53 -0.21
C -1.84186 3.56192 -3.53769 -0.43 0.58 -1.91
O -4.34417 -1.58838 -0.07178 1.19 0.05 0.83
C -3.87816 -1.81494 3.69016 -0.22 -0.36 -0.62
C 5.63047 2.34513 -2.71443 -1.19 -0.49 0.52
H -2.28772 1.66059 2.28425 -0.35 0.86 -1.49
C 0.22135 5.40577 1.85830 0.14 -0.18 0.74
H 0.79757 0.24478 -5.04812 0.26 -0.03 0.56
O 3.17328 2.39967 -1.96272 0.31 -0.34 0.04
C 2.69113 -1.97488 3.05057 -0.16 -1.41 -1.97
C 0.31566 -5.06438 5.25622 -0.02 -1.68 0.95
C 0.65250 4.66154 -0.41366 -0.50 1.43 -0.76
H -5.70758 -2.82088 -1.85956 0.31 -0.52 0.02
H -0.22661 1.47029 -1.34281 0.42 -0.58 1.14
C -0.14751 -1.81017 0.02778 2.08 -0.01 -0.99
H -0.89873 -1.51968 0.68867 -1.86 -0.09 0.97
H -0.61866 -4.39026 3.77775 0.36 -0.98 -0.66
H -1.36874 1.90454 3.79213 -0.10 -0.64 -0.50
C -4.08864 -0.57081 -2.30634 0.15 0.04 0.27
H -3.80181 -5.17667 3.72709 -0.17 0.42 -0.70
H -4.75331 -1.44457 0.79932 0.01 0.09 -0.81
C -0.48940 0.44803 -0.95773 -1.31 0.61 -1.50
H 1.87677 -1.35945 3.29078 -0.77 1.23 0.85
H 0.43714 0.71574 -3.38113 0.50 -0.16 -0.09
H -0.45890 5.34408 2.70934 0.22 -0.03 0.19
O 0.81533 0.13844 1.04941 1.44 1.00 -1.25
H 4.65327 -3.99224 0.74183 -0.29 0.60 -0.25
C 3.25968 1.96127 2.95433 -1.07 -0.22 -2.39
H 4.61215 3.55344 -1.30687 0.03 0.39 -0.47
H 0.51090 -2.53169 0.57083 -0.28 0.72 -0.54
H 2.57597 2.73907 3.27621 0.14 0.07 0.52
C 2.57318 -3.05426 -3.32490 1.71 0.02 -0.41
H 1.43831 0.90956 0.83803 -1.04 -0.93 0.78
H -0.43418 0.17345 2.48554 0.64 -0.06 -0.73
C -5.01930 -0.91890 -1.12443 -0.60 -0.39 -0.09
C 3.60476 2.21789 1.45039 2.97 -1.32 1.12
C 4.42902 -3.50276 -0.22941 -0.36 -1.80 0.01
C -1.88844 -4.38479 -2.90521 0.19 -1.59 2.09
H -0.52049 -2.27784 -0.90168 -0.01 0.34 0.55
H -0.08051 3.40448 1.15690 0.21 0.11 0.06
H -0.90908 0.06992 -1.93325 0.46 -0.47 1.12
H -0.76063 3.35276 -3.43654 -0.30 0.16 -0.67
H 2.05743 -2.91635 -4.27044 0.04 0.41 -0.15
H -3.71242 -1.14120 4.47221 0.18 1.13 1.35
H 5.39431 -3.35745 -0.71978 -0.31 0.15 -0.17
H 2.72735 2.30720 -0.23084 -0.17 0.21 -0.13
H -3.18069 -0.04504 -1.96458 -0.31 -0.44 0.04
O 2.14064 -3.03148 2.22233 0.86 0.17 -0.45
H 1.24218 5.12533 2.13784 -0.10 0.41 0.35
C -0.13909 4.44241 0.80910 -2.59 -1.89 -0.77
H 1.33327 -5.46573 5.57943 -0.82 1.04 -1.04
H -2.07245 4.31858 -2.83787 -0.23 0.86 1.27
H 4.12809 1.80200 3.52083 1.30 0.59 0.94
H -4.70026 3.25312 0.77520 -0.23 0.60 -0.75
H 0.39234 4.06161 -1.29469 -0.34 0.31 0.29
H -4.95222 -1.91500 3.53654 -0.05 -0.27 0.37
H 2.95486 -2.40039 0.32151 -1.99 -0.46 1.51
C -3.16688 -3.14309 3.95278 -0.88 1.03 -1.17
H 3.40340 -1.45264 2.41615 -0.14 0.14 -0.06
H 5.02173 0.60001 1.65515 0.57 0.08 -0.28
H -3.24246 -3.39006 5.00225 0.49 0.15 0.47
H 2.17397 -3.99024 -2.93367 0.09 0.02 0.48
C -3.87542 -4.21120 3.17812 0.91 -1.55 -0.86
C 1.07588 0.05688 -3.98692 0.31 2.11 -1.41
O 2.48950 0.35359 -3.82255 -1.13 0.61 -0.36
H 4.29471 3.10767 1.36516 -0.48 -0.66 0.14
H 3.22158 4.87233 -3.08558 -0.53 -0.24 0.02
H -1.81337 -5.52048 -3.14609 0.03 1.85 0.48
H 2.98079 -2.10867 -1.68196 -0.54 0.57 -0.57
H 0.10396 -4.04476 5.63252 0.39 -0.55 0.00
O 2.48345 2.40221 0.71573 -2.24 0.62 -1.16